DFT (the ωB97M-V functional and the def2-TZVPD basis) results for C12H32IO4Zn as an isolated structure in a non-equilibrium geometry.

The geometry in XYZ format:
```
50
Properties=species:S:1:pos:R:3:forces:R:3:mulliken_charge:R:1
Zn -8.820291 17.253107 -6.260128 -0.84 1.09 -0.41 0.92
I -10.641990 18.489581 -7.534873 0.12 -0.24 0.02 -0.57
C -6.682496 16.394824 -9.834771 -0.13 -0.06 -0.26 -1.48
C -7.611208 15.795645 -8.784060 0.87 -0.88 -0.66 0.49
C -7.315478 14.303366 -8.597870 -0.26 -0.28 0.68 -1.24
O -7.391805 16.487002 -7.524371 -0.34 0.13 0.45 -0.06
H -7.106623 16.262415 -10.831676 -0.05 -0.04 0.05 0.40
H -5.722204 15.875196 -9.846906 0.07 0.14 0.16 0.39
H -6.524356 17.463214 -9.696387 -0.09 0.01 0.09 0.34
H -8.652135 15.902056 -9.074405 -0.10 0.55 0.40 0.28
H -6.599193 14.160366 -7.779744 0.26 0.09 -0.27 0.33
H -6.914538 13.830229 -9.490297 0.01 0.13 -0.09 0.40
H -8.181650 13.719317 -8.275727 -0.14 0.22 -0.15 0.22
H -6.510942 16.297706 -7.183988 0.10 -0.20 -0.25 0.22
C -5.910617 20.659142 -5.164675 -0.01 0.18 -0.47 -1.51
C -7.219753 20.269035 -5.830424 -0.31 0.76 0.61 1.01
C -7.535981 21.093172 -7.057030 0.53 0.17 -0.08 -1.29
O -7.214773 18.854395 -6.116913 0.14 -0.40 0.20 -0.39
H -5.117438 20.651190 -5.921086 0.14 -0.16 0.23 0.40
H -5.671119 20.005906 -4.328195 0.08 -0.07 -0.01 0.36
H -5.961692 21.682761 -4.793247 -0.07 -0.01 0.00 0.42
H -8.015348 20.476446 -5.110842 -0.14 -0.66 -0.04 -0.31
H -8.324421 20.645679 -7.654577 -0.09 0.00 0.04 0.26
H -6.634976 21.228962 -7.664029 -0.11 -0.09 -0.13 0.32
H -7.842473 22.085336 -6.723720 -0.08 0.02 -0.12 0.39
H -6.349391 18.659190 -6.493610 -0.06 -0.02 -0.16 0.22
C -9.832167 18.124669 -1.999652 -0.15 -1.11 -0.11 -1.59
C -10.309159 18.332702 -3.430899 0.57 0.41 0.25 0.57
C -10.642010 19.786631 -3.690723 -0.29 0.19 0.11 -1.16
O -9.169538 17.938581 -4.307410 -0.30 -0.08 0.87 -0.21
H -8.949962 18.727362 -1.772503 -0.27 0.35 0.15 0.43
H -9.540652 17.080739 -1.820752 0.01 0.07 -0.26 0.38
H -10.655201 18.272215 -1.303543 0.14 0.51 0.09 0.44
H -11.152240 17.683061 -3.647485 0.07 -0.11 -0.24 0.17
H -11.203948 20.206443 -2.853484 -0.18 -0.20 -0.04 0.43
H -11.229491 19.908565 -4.598014 0.15 0.08 -0.08 0.27
H -9.739855 20.398355 -3.739737 0.08 -0.15 -0.15 0.15
H -8.433612 18.065708 -3.697390 0.42 -0.08 -0.47 0.19
C -11.665751 14.630190 -6.591871 0.06 0.48 -0.51 -1.24
C -10.719098 14.696678 -5.427163 -0.14 0.40 0.56 0.81
C -10.444725 13.334464 -4.815092 -0.10 0.17 0.22 -1.52
O -9.442340 15.339366 -5.804915 0.16 -0.76 -0.15 0.20
H -11.920021 15.617291 -6.983679 0.00 0.03 0.23 0.22
H -12.583840 14.145417 -6.264526 -0.02 -0.09 -0.06 0.42
H -11.238040 14.088734 -7.438778 0.03 -0.26 0.20 0.30
H -11.105493 15.358817 -4.647964 -0.21 -0.06 -0.07 -0.11
H -11.230366 13.087220 -4.100264 -0.09 0.05 -0.08 0.41
H -9.524486 13.361689 -4.222597 0.05 -0.23 -0.12 0.50
H -10.439164 12.543086 -5.561663 0.33 -0.01 -0.04 0.33
H -8.765821 14.816397 -5.361424 0.15 0.02 -0.11 0.10
```
Forces are in eV/Å.

Computed properties:
LUMO level in Eh: -0.113
Total energy in eV: -77668.1149
Energy above the lowest of the compared OMol25 structures with the same formula, charge and spin in kcal/mol: 5.9
HOMO-LUMO gap in eV: 8.285
Charge: +1

---

DFT (the ωB97M-V functional and the def2-TZVPD basis) results for an isolated ion of composition C5H10NO2 and charge -1 in a non-equilibrium geometry.

The geometry in XYZ format:
```
18
Properties=species:S:1:pos:R:3:forces:R:3:mulliken_charge:R:1
O -1.404585 -1.807521 -0.345801 0.22 2.12 1.44 -0.69
C -1.497977 -0.505806 -0.080335 -3.44 -2.12 -4.11 0.18
N -0.561576 1.560439 1.019852 1.39 -4.55 -2.92 -0.62
C -0.321578 0.118087 0.788878 2.70 4.99 1.67 0.15
C 0.977280 -0.062674 -0.105404 -0.66 1.25 -2.27 -0.54
C 2.340762 -0.464845 0.490659 1.61 0.49 2.38 -0.53
O 3.331516 -0.587257 -0.455349 -2.55 0.16 1.75 -0.71
C -1.558275 0.330765 -1.431036 1.50 -1.05 1.47 -1.26
H -2.391642 -0.197720 0.504151 0.25 -0.46 0.35 0.33
H -0.651028 1.660010 1.982216 -0.55 0.24 2.48 0.27
H -0.327241 -0.442600 1.704869 0.18 -0.43 0.46 0.51
H 1.063641 0.906668 -0.712018 0.18 -1.39 0.93 0.25
H 0.858888 -0.873827 -0.797894 -0.83 -0.33 -0.62 0.30
H 2.114089 -1.346057 1.209479 0.45 0.30 -1.24 0.17
H 2.482133 0.343976 1.302957 0.52 -0.20 -0.78 0.18
H -2.473590 0.143406 -1.978705 -0.21 0.29 0.16 0.38
H -0.716092 -0.108761 -1.952179 -0.10 0.12 -0.68 0.26
H -1.264722 1.333711 -1.144339 -0.66 0.57 -0.47 0.37
```
Forces are in eV/Å.

Computed properties:
LUMO level in Eh: 0.028
Total energy in eV: -10926.3943
Energy above the lowest of the compared OMol25 structures with the same formula, charge and spin in kcal/mol: 181.5
HOMO-LUMO gap in eV: 4.456
Charge: -1

---

DFT (the ωB97M-V functional and the def2-TZVPD basis) results for C30H28FGaNOPS4Sb as an isolated structure in a non-equilibrium geometry.

The geometry in XYZ format:
```
68
Properties=species:S:1:pos:R:3:forces:R:3:mulliken_charge:R:1
Ga 0.296100 -0.709200 0.777200 -0.66 -0.81 0.32 0.87
C 3.093800 1.295000 2.104900 -0.20 -0.05 -0.28 -1.17
C 3.289300 1.046500 0.613800 -0.09 -0.02 -0.11 1.36
C 4.764700 1.072600 0.226300 -0.27 -0.04 0.03 -1.71
C 2.496500 2.018600 -0.274900 0.55 0.12 -0.02 -0.37
C 2.903300 3.508200 -0.117000 0.58 -0.40 -0.16 -0.82
O 1.687200 4.183700 0.158400 -0.56 0.46 0.16 -0.48
C 0.707100 3.232900 0.192600 1.11 -1.00 -0.36 0.26
N 1.069300 2.027600 -0.013700 -0.46 0.89 -0.05 0.43
C -0.645400 3.729900 0.367700 -0.82 0.38 0.05 0.09
C -0.821200 5.103000 0.583700 0.20 -0.13 0.01 -0.63
C -2.082200 5.651100 0.666400 -0.12 0.01 0.00 -0.72
C -3.196600 4.835200 0.523700 0.04 0.02 0.00 -0.70
C -3.031500 3.478600 0.323900 -0.01 0.12 -0.05 -0.75
C -1.769500 2.903000 0.244500 0.39 0.06 0.08 1.05
P -1.686800 1.064300 0.015100 -0.55 0.21 0.02 0.10
C -2.530200 1.043700 -1.614400 0.16 -0.17 0.05 1.03
C -1.701000 1.588100 -2.599700 -0.03 0.03 0.08 -0.74
C -2.028500 1.505800 -3.937600 0.05 0.04 -0.12 -0.79
C -3.195500 0.864600 -4.324200 -0.03 -0.01 -0.05 -0.53
C -4.028200 0.331100 -3.358100 -0.12 -0.01 -0.13 -0.88
C -3.700300 0.411600 -2.014600 -0.02 0.11 0.15 -0.23
C -2.785500 0.672300 1.421400 -0.07 -0.07 0.00 0.78
C -2.142900 0.892900 2.643200 0.06 0.09 -0.12 -0.82
C -2.726600 0.516800 3.837600 0.01 -0.03 0.12 -0.81
C -3.968300 -0.098300 3.836700 -0.03 -0.02 0.03 -0.55
C -4.622300 -0.303700 2.634800 -0.13 -0.01 0.08 -0.82
C -4.039600 0.075700 1.438200 0.03 0.11 -0.11 -0.01
H 3.603300 0.513500 2.664700 0.04 -0.05 0.06 0.40
H 2.030000 1.254600 2.349900 0.04 0.01 0.08 -0.01
H 3.495700 2.260700 2.410500 0.07 0.15 0.08 0.34
H 2.899000 0.045200 0.387000 0.13 0.13 0.11 -0.58
H 5.221700 2.036700 0.450000 0.09 0.14 0.03 0.32
H 4.876900 0.872000 -0.837600 0.10 -0.02 -0.17 0.42
H 5.285400 0.293200 0.776700 0.08 0.05 0.00 0.32
H 2.623700 1.688300 -1.314800 0.08 0.04 0.10 0.55
H 3.342600 3.930000 -1.026000 -0.05 -0.01 0.12 0.22
H 3.586200 3.673200 0.720400 -0.03 -0.03 -0.08 0.40
H 0.055100 5.727800 0.676800 0.00 0.02 0.00 0.52
H -2.200300 6.713200 0.830200 0.00 0.05 0.01 0.38
H -4.188500 5.257900 0.562700 -0.14 0.05 0.04 0.43
H -3.893500 2.836000 0.214700 -0.13 0.01 0.02 0.30
H -0.772000 2.053600 -2.291400 0.09 0.04 -0.07 0.30
H -1.365300 1.916800 -4.686000 0.06 0.04 -0.01 0.43
H -3.443400 0.766800 -5.372400 -0.03 0.03 -0.04 0.36
H -4.938200 -0.173200 -3.651000 -0.07 -0.06 -0.01 0.44
H -4.357800 -0.051800 -1.299800 0.01 -0.05 0.02 0.30
H -1.164200 1.360600 2.638300 0.05 -0.02 0.10 0.33
H -2.206300 0.685100 4.769900 0.06 0.02 0.04 0.43
H -4.414900 -0.430400 4.764600 -0.03 0.03 0.03 0.37
H -5.588500 -0.787700 2.622100 -0.08 -0.05 -0.01 0.47
H -4.568500 -0.135700 0.525100 -0.01 -0.05 -0.06 0.19
S 2.692200 -2.771100 2.209800 -0.21 -0.52 -0.28 -0.29
Sb 3.251800 -3.705100 0.051700 -0.42 0.53 0.33 0.47
S 2.078000 -2.155700 -1.416500 0.32 0.33 0.08 -0.25
S 0.937900 -3.870400 -1.076900 -0.08 -0.59 0.03 -0.42
S 4.614800 -2.130900 1.683300 0.46 -0.03 -0.09 -0.49
F -5.094700 -3.972100 -0.362100 0.25 0.08 0.02 -0.39
C -3.902600 -3.320200 -0.163900 -0.12 -0.06 -0.02 0.69
C -3.240600 -2.788200 -1.251600 -0.27 -0.15 -0.03 -0.97
C -2.066100 -2.086800 -1.026900 0.26 0.05 0.23 0.32
C -1.539100 -1.895400 0.253800 0.54 0.07 -0.07 -0.51
C -2.231100 -2.505400 1.305500 0.44 0.23 -0.08 -0.17
C -3.406500 -3.212000 1.119300 -0.23 -0.18 -0.03 -0.86
H -3.647600 -2.911600 -2.246600 -0.05 -0.04 -0.05 0.45
H -1.536700 -1.675900 -1.883200 -0.09 -0.02 -0.05 0.55
H -1.837700 -2.405700 2.316800 -0.10 -0.02 0.02 0.34
H -3.943300 -3.656600 1.947400 -0.05 -0.04 0.01 0.44
```
Forces are in eV/Å.

Computed properties:
LUMO level in Eh: 0.088
Total energy in eV: -149365.1040
Energy above the lowest of the compared OMol25 structures with the same formula, charge and spin in kcal/mol: 101.4
HOMO-LUMO gap in eV: 5.923
Charge: -1

---

Which of these has the highest charge? C12H32IO4Zn

---

Look up the charge of the third one. -1

---

Look up the total energy of the second one. -10926.3943 eV

---

total energy of number 2 (C5H10NO2)? -10926.3943 eV